Model w:
Molecular formula: C4H12O3
Method: DFT, wB97M-V/def2-TZVPD

## Properties
HOMO-LUMO gap = 9.49 eV
HOMO level = -8.835 eV
LUMO energy = 0.653 eV
SMILES = C=CC=C.O.O.O

Atoms and positions in Å:
C1 -0.9691 -1.1518 3.4162
C2 -0.3649 -0.9615 2.2426
C3 -0.9752 -1.3855 0.9953
C4 -0.4128 -1.2572 -0.1967
H1 -1.8587 -1.7774 3.4398
H2 -0.6719 -0.7094 4.3474
H3 0.4817 -0.2924 2.3085
H4 -2.0245 -1.6645 1.0058
H5 -0.9947 -1.4192 -1.0949
H6 0.5072 -0.7388 -0.3864
O1 2.0497 0.1478 -3.0578
H7 2.2152 -0.2293 -3.9282
H8 1.8398 1.0709 -3.2358
O2 -1.3210 2.2065 -2.2600
H9 -0.7068 2.7994 -1.8200
H10 -2.0061 1.9816 -1.6238
O3 1.4845 1.3106 -0.2693
H11 1.8689 1.6280 0.5559
H12 1.8587 0.4423 -0.4386


Model x:
Molecular formula: C4H12O3
Method: DFT, wB97M-V/def2-TZVPD

## Properties
HOMO-LUMO gap = 8.88 eV
HOMO level = -8.423 eV
LUMO energy = 0.452 eV
SMILES = C/C=C(/C)O.O.O

Atoms and positions in Å:
C1 -1.7011 -1.9153 -0.9173
C2 -0.7224 -0.8077 -1.1665
C3 0.4268 -0.7329 -0.4146
C4 1.6749 -0.0460 -0.8447
O1 0.5310 -1.1920 0.8875
H1 -1.5870 -2.7611 -1.6160
H2 -2.7117 -1.5228 -1.1093
H3 -1.7152 -2.2534 0.1313
H4 -1.0303 0.1992 -1.4541
H5 1.8864 0.7785 -0.1470
H6 1.6020 0.3615 -1.8521
H7 2.5261 -0.7205 -0.7613
H8 -0.0016 -2.0031 0.9479
O2 -0.6531 1.3274 1.9457
H9 -1.4805 1.1913 2.4187
H10 -0.4161 0.4458 1.6222
O3 1.2616 3.5546 0.8781
H11 0.8711 2.8854 1.4573
H12 1.2391 3.2111 -0.0055


Model y:
Molecular formula: C4H12O3
Method: DFT, wB97M-V/def2-TZVPD

## Properties
HOMO-LUMO gap = 10.04 eV
HOMO level = -9.444 eV
LUMO energy = 0.595 eV
SMILES = CC(C)C=O.O.O

Atoms and positions in Å:
C1 0.9641 -1.0512 -2.4979
C2 -0.3664 -0.6620 -1.7335
C3 -1.5382 -1.7006 -1.8623
C4 0.0759 -0.3653 -0.2980
O1 0.1760 0.7274 0.1667
H1 0.9188 -2.1440 -2.5724
H2 1.2712 -0.4171 -3.2778
H3 1.7085 -1.0857 -1.6725
H4 -0.7899 0.3418 -1.9787
H5 -2.3998 -1.2443 -1.2209
H6 -1.8349 -1.7353 -2.8996
H7 -1.6075 -2.6730 -1.3753
H8 0.1551 -1.3438 0.3146
O2 -0.2925 5.5775 3.5579
H9 -1.1943 5.4013 3.2132
H10 -0.1416 4.6848 3.9595
O3 1.0642 -2.8277 1.5416
H11 0.1124 -2.9391 1.7363
H12 1.4079 -1.9888 1.9945


Q: Which of them is the most stable? A: model x.


Model w:
Molecular formula: C4H12O3
Method: DFT, wB97M-V/def2-TZVPD

## Properties
HOMO-LUMO gap = 10.63 eV
HOMO level = -10.167 eV
LUMO energy = 0.464 eV
SMILES = CC(C)C=O.O.O

Atoms and positions in Å:
C1 -0.6548 1.2107 0.1547
C2 0.6378 0.7313 0.8080
C3 1.6393 1.9228 1.0554
C4 0.3180 -0.0187 2.1605
O1 -0.2641 -1.0962 2.0944
H1 -0.6070 1.6903 -0.8399
H2 -1.3956 0.4988 -0.0367
H3 -1.0237 1.9338 0.8043
H4 1.1072 0.0540 -0.0276
H5 2.2079 2.0340 0.1152
H6 1.0866 2.8420 1.3778
H7 2.2772 1.7106 1.9155
H8 0.5163 0.6034 3.0131
O2 -1.4669 -1.6589 -3.9796
H9 -1.9495 -2.3334 -3.4835
H10 -0.8025 -1.4410 -3.3084
O3 -0.4520 -2.5923 -0.9370
H11 -0.2815 -2.4391 0.0536
H12 -0.8926 -3.6522 -0.9396


Model x:
Molecular formula: C4H12O3
Method: DFT, wB97M-V/def2-TZVPD

## Properties
HOMO-LUMO gap = 10.36 eV
HOMO level = -9.523 eV
LUMO energy = 0.839 eV
SMILES = CC(C)C=O.O.O

Atoms and positions in Å:
C1 -0.1792 -0.1028 2.1950
C2 -0.1743 -1.1335 0.9792
C3 -0.9995 -2.5478 1.0664
C4 -0.6045 -0.4489 -0.3336
O1 0.0053 0.3578 -0.9992
H1 0.7291 0.4542 2.2165
H2 -1.1782 0.5030 2.1343
H3 -0.2461 -0.7592 3.0431
H4 0.9455 -1.5040 0.8258
H5 -0.2748 -3.4363 0.9962
H6 -1.5612 -2.5339 1.9997
H7 -1.7365 -2.7448 0.2076
H8 -1.5408 -0.8555 -0.9485
O2 3.3925 -1.0095 -5.8001
H9 3.8252 -0.2174 -6.1560
H10 4.0056 -1.0810 -5.0090
O3 -1.5690 5.4469 1.5235
H11 -2.0160 6.2500 1.0911
H12 -0.8232 5.3628 0.9680


Model y:
Molecular formula: C4H12O3
Method: DFT, wB97M-V/def2-TZVPD

## Properties
HOMO-LUMO gap = 9.98 eV
HOMO level = -9.286 eV
LUMO energy = 0.698 eV
SMILES = C/C=C/CO.O.O

Atoms and positions in Å:
C1 1.6130 1.7989 -0.8516
C2 0.7801 1.2048 0.2367
C3 -0.2870 0.4513 -0.0015
C4 -1.0371 -0.1033 1.1656
O1 -2.0815 0.8238 1.5725
H1 2.6881 1.8877 -0.6977
H2 1.4360 1.2577 -1.7786
H3 1.3269 2.8472 -1.0141
H4 1.1387 1.3100 1.2484
H5 -0.5971 0.0601 -0.9584
H6 -0.4979 -0.2247 2.1040
H7 -1.4559 -1.0977 1.0638
H8 -2.9135 0.5590 1.1710
O2 -0.1277 -2.8151 1.9590
H9 -0.9728 -3.1936 1.6938
H10 -0.3793 -2.2491 2.6957
O3 0.5929 -1.0107 -2.8871
H11 0.5154 -0.0671 -3.0437
H12 0.2588 -1.4390 -3.6777


Q: Which of them is the most stable? A: model y.


Model w:
Molecular formula: C11H12NO2
Method: DFT, wB97M-V/def2-TZVPD

## Properties
HOMO-LUMO gap = 6.82 eV
HOMO level = -3.850 eV
LUMO energy = 2.969 eV
Total charge = -1

Atoms and positions in Å:
C1 1.1455 3.1178 2.5689
C2 0.2823 0.2810 0.2929
C3 0.2572 0.8820 1.6056
C4 1.0545 2.1188 1.4863
C5 1.5687 2.1288 0.2175
C6 -0.7113 -0.6750 -0.0967
C7 -1.4004 -1.2742 0.9379
C8 -1.1981 -1.0357 2.3415
C9 -0.3646 0.0841 2.5539
N1 1.1162 1.1067 -0.4809
H1 -0.8469 -0.8650 -1.0370
H2 -2.1775 -1.9883 0.8257
H3 1.3228 1.2204 -1.5246
H4 -1.7663 -1.5666 3.0463
H5 2.2250 2.9586 -0.0656
H6 -0.2371 0.2012 3.6585
H7 2.1503 3.1495 2.9991
H8 0.5356 2.7035 3.3280
H9 0.6609 4.1194 2.3538
C10 -0.3494 -3.0156 -3.2721
C11 -0.7492 -1.6125 -3.8642
O1 -1.8484 -1.4535 -4.3996
O2 0.1949 -0.7781 -3.9765
H10 -1.0054 -3.0860 -2.4813
H11 0.7173 -2.8917 -3.0824
H12 -0.5765 -3.8294 -3.9354


Model x:
Molecular formula: C11H12NO2
Method: DFT, wB97M-V/def2-TZVPD

## Properties
HOMO-LUMO gap = 7.87 eV
HOMO level = -4.523 eV
LUMO energy = 3.342 eV
Total charge = -1

Atoms and positions in Å:
C1 -0.3136 -2.1876 -2.6653
C2 -0.5626 -0.5384 0.7350
C3 -1.2960 -1.0156 -0.5036
C4 -0.2634 -1.6652 -1.2521
C5 0.9884 -1.5692 -0.6400
C6 -1.0817 0.1770 1.7335
C7 -2.4621 0.5044 1.4410
C8 -3.2300 0.0358 0.4149
C9 -2.6679 -0.8200 -0.5001
N1 0.7421 -0.9456 0.5873
H1 -0.6551 0.4277 2.7615
H2 -2.8938 1.4577 1.8636
H3 1.3741 -0.3087 0.9062
H4 -4.3173 0.1237 0.2716
H5 1.9156 -1.9545 -0.9362
H6 -3.3533 -1.3710 -1.1231
H7 -1.1328 -2.8782 -2.8106
H8 0.6428 -2.7386 -2.9345
H9 -0.3057 -1.3889 -3.4265
C10 2.5475 2.8975 0.5793
C11 2.8405 1.5955 1.3019
O1 3.9892 1.2010 1.1310
O2 1.8970 1.0413 1.9467
H10 3.3818 3.5460 0.7620
H11 1.7702 3.4626 0.8880
H12 2.4462 2.9114 -0.5315


Model y:
Molecular formula: C11H12NO2
Method: DFT, wB97M-V/def2-TZVPD

## Properties
HOMO-LUMO gap = 7.56 eV
HOMO level = -3.983 eV
LUMO energy = 3.578 eV
Total charge = -1

Atoms and positions in Å:
C1 -1.2561 3.9132 -0.3313
C2 -2.0054 3.1180 0.7618
O1 -1.7553 1.8461 0.6908
O2 -2.8358 3.5993 1.5122
H1 -0.3129 4.1695 0.1660
H2 -1.7986 4.8759 -0.5284
H3 -0.8079 3.4903 -1.2353
C3 -1.5086 -3.0840 0.4368
C4 -1.3637 -0.7390 -0.3432
C5 0.7782 -0.2776 -0.4566
C6 -0.7482 -1.8809 0.0430
C7 0.6719 -1.6908 -0.1490
C8 2.0381 0.3324 -0.5533
C9 3.2057 -0.3938 -0.3258
C10 1.8375 -2.3823 0.2486
C11 3.0274 -1.7306 0.0708
N1 -0.4437 0.3020 -0.6077
H4 -0.8758 1.4574 -0.1273
H5 -2.4009 -0.5241 -0.1345
H6 2.0042 1.3705 -0.9034
H7 -2.1373 -3.4502 -0.4468
H8 -2.2655 -2.9678 1.1934
H9 4.1020 0.1966 -0.5652
H10 1.7999 -3.3666 0.6790
H11 3.9735 -2.2201 0.2338
H12 -0.9228 -3.9634 0.6716


Model z:
Molecular formula: C11H12NO2
Method: DFT, wB97M-V/def2-TZVPD

## Properties
HOMO-LUMO gap = 6.90 eV
HOMO level = -4.072 eV
LUMO energy = 2.827 eV
Total charge = -1

Atoms and positions in Å:
C1 0.3838 3.9548 1.7040
C2 1.6579 4.0880 0.8371
O1 2.4516 3.1097 0.8972
O2 1.7491 5.1303 0.1493
H1 -0.4877 4.0947 1.0513
H2 0.3208 4.7023 2.4906
H3 0.2841 2.9414 2.1074
C3 -0.4498 -4.1655 0.1133
C4 -0.9484 -0.6136 -0.9133
C5 -0.1584 -1.5932 -0.3173
C6 -0.9024 -2.8232 -0.3855
C7 -2.0793 -2.5460 -0.9918
C8 0.7319 1.0477 -0.6544
C9 -0.4718 0.6804 -1.1926
C10 1.4854 0.1034 0.0740
C11 1.0768 -1.1955 0.2374
N1 -2.1520 -1.1826 -1.2820
H4 1.1707 2.0366 -0.7093
H5 -1.1557 1.3309 -1.7159
H6 2.3866 0.4674 0.5463
H7 1.7258 -1.9710 0.6393
H8 -2.6707 -0.9094 -2.1030
H9 -2.9551 -3.1340 -1.2294
H10 0.0093 -4.0947 1.0950
H11 0.2859 -4.5976 -0.5744
H12 -1.2886 -4.8611 0.1267


Q: Which of them is the most stable? A: model z.


Model w:
Molecular formula: C11H12NO2
Method: DFT, wB97M-V/def2-TZVPD

## Properties
HOMO-LUMO gap = 7.17 eV
HOMO level = -4.024 eV
LUMO energy = 3.148 eV
Total charge = -1

Atoms and positions in Å:
C1 -1.1670 3.3530 -0.1129
C2 0.7343 0.2835 0.6002
C3 -0.4126 1.0710 0.9398
C4 -0.1882 2.2870 0.2442
C5 0.9941 2.3150 -0.4219
C6 0.8915 -1.0557 1.0131
C7 -0.0380 -1.6052 1.8442
C8 -1.1718 -0.8068 2.0448
C9 -1.4556 0.4763 1.6783
N1 1.5848 1.1406 -0.1695
H1 1.7470 -1.6805 0.5775
H2 -0.0076 -2.6074 2.3704
H3 2.2102 0.7376 -0.8674
H4 -1.9566 -1.3328 2.6059
H5 1.4763 3.1478 -0.8847
H6 -2.3004 1.0855 1.9166
H7 -1.7540 2.9139 -0.9517
H8 -0.7804 4.3300 -0.3317
H9 -1.8631 3.5204 0.6020
C10 -0.0066 -2.2152 -1.9660
C11 1.2453 -2.9281 -1.6855
O1 1.1549 -4.1530 -1.6080
O2 2.2597 -2.2459 -1.4867
H10 -0.0746 -1.1186 -1.4577
H11 -0.8531 -2.7254 -1.4629
H12 -0.2684 -2.1870 -3.0303


Model x:
Molecular formula: C11H12NO2
Method: DFT, wB97M-V/def2-TZVPD

## Properties
HOMO-LUMO gap = 7.55 eV
HOMO level = -4.053 eV
LUMO energy = 3.497 eV
Total charge = -1

Atoms and positions in Å:
C1 -1.3379 1.7547 -1.1491
C2 -1.0543 -0.1552 0.5653
C3 -1.0850 0.3831 -0.8462
C4 -0.8857 -1.5700 0.4608
C5 -0.9482 -0.6635 -1.6927
C6 -0.8745 0.3916 1.8513
C7 -1.1340 -0.4852 2.9448
C8 -1.4493 -1.8591 2.7080
C9 -1.0916 -2.4325 1.5294
N1 -0.7407 -1.8537 -0.9468
H1 -0.5830 1.3516 1.8745
H2 -1.0891 -0.0922 3.9456
H3 -1.7129 -2.5670 3.5035
H4 -0.9402 2.3571 -0.2571
H5 -2.4358 2.0254 -1.4706
H6 -0.7527 -0.8131 -2.6764
H7 0.1968 -2.1916 -1.0331
H8 -1.0382 -3.5928 1.4651
H9 -1.0070 2.0323 -2.0798
C10 3.0025 1.2618 -1.9110
C11 2.7279 1.0265 -0.3741
O1 1.7050 1.5553 0.0580
O2 3.5377 0.3282 0.2365
H10 2.3961 0.5368 -2.5537
H11 4.0456 1.0904 -2.0438
H12 2.5487 2.1811 -2.1084


Q: Which of them is the most stable? A: model w.